Computed, not measured: a 2-piece molecular cluster, C26H24FN2O overall at a distorted geometry, with ωB97M-V with the def2-TZVPD basis set.

Computed properties:
gap between HOMO and LUMO: 6.565 eV
HOMO energy: -11.11 eV
total charge: +1
lowest unoccupied orbital energy: -4.544 eV
DFT total energy: -1289.5407 hartree

CARTESIAN COORDINATES (ANGSTROEM)
H 1.1617 0.0150 -0.9148
C 0.9192 2.1543 0.3006
H 1.9596 2.1831 -0.0097
C -0.1027 2.6754 -0.5122
C -1.2863 3.0384 0.1074
N -1.5088 2.6922 1.3916
C -2.7877 3.0356 2.0270
C -3.7064 1.8736 1.8500
C -3.6496 0.8147 2.7564
C -4.3539 -0.3589 2.4843
C -5.1145 -0.4576 1.3122
C -5.2216 0.6356 0.4436
C -4.5200 1.8105 0.7161
C -0.6775 1.8432 2.0612
C 0.5401 1.4791 1.4894
C 1.4149 0.5267 2.2816
N 2.5841 0.0942 1.7026
O 1.0804 0.1697 3.4105
H -0.0223 2.7992 -1.5833
H -2.0369 3.6734 -0.3516
H -2.5636 3.2176 3.0807
H -3.1557 3.9270 1.5229
H -3.0346 0.9205 3.6564
H -4.2924 -1.1926 3.1860
H -5.6393 -1.3869 1.0830
H -5.8370 0.5785 -0.4557
H -4.5671 2.6802 0.0527
H -0.9570 1.6093 3.1006
H 2.8750 0.3043 0.7609
H 3.1579 -0.5324 2.2532
F -0.0244 -5.3417 1.5242
C 0.3058 -4.2627 0.7458
C -0.5282 -3.1389 0.7835
C -0.1547 -2.0304 0.0280
C 1.0353 -2.0476 -0.7216
C 1.2604 -0.8313 -1.5818
C 2.5049 -0.5463 -2.3775
C 2.4105 0.5253 -3.2844
C 3.4485 0.7574 -4.1848
C 4.5861 -0.0708 -4.1896
C 4.7303 -1.0288 -3.1725
C 3.7049 -1.2408 -2.2390
C 1.8263 -3.1950 -0.7632
C 1.4995 -4.2924 0.0359
H -1.4376 -3.1087 1.3809
H -0.7748 -1.1261 0.0207
H 0.3659 -0.6874 -2.2669
H 1.5220 1.1732 -3.2506
H 3.3531 1.5800 -4.8914
H 5.3468 0.0232 -4.9694
H 5.6355 -1.6304 -3.1045
H 3.8530 -1.9160 -1.3974
H 2.7098 -3.2379 -1.4024
H 2.1636 -5.1490 0.0743

Löwdin atomic charges, in units of e: H 0.06; C 0.04; H 0.14; C 0.02; C 0.01; N -0.03; C -0.07; C -0.24; C -0.04; C -0.05; C -0.06; C -0.06; C -0.04; C 0.08; C -0.06; C -0.46; N 0.20; O 0.07; H 0.13; H 0.15; H 0.15; H 0.14; H 0.12; H 0.12; H 0.11; H 0.11; H 0.12; H 0.16; H 0.09; H 0.13; F 0.04; C -0.25; C 0.00; C -0.05; C -0.22; C -0.13; C -0.23; C -0.06; C -0.08; C -0.07; C -0.06; C -0.05; C -0.03; C 0.01; H 0.12; H 0.11; H 0.15; H 0.11; H 0.11; H 0.11; H 0.11; H 0.09; H 0.10; H 0.12



Computed, not measured: C41H57BInN6O11SSb as an isolated structure at a distorted geometry, with ωB97M-V with the def2-TZVPD basis set.

Computed properties:
gap between HOMO and LUMO (alpha / beta): 3.696 / 3.394 eV
HOMO energy (alpha / beta): -0.32 / -0.02 eV
total charge: -2
lowest unoccupied orbital energy (alpha / beta): 3.377 / 3.379 eV
DFT total energy: -3606.1571 hartree

CARTESIAN COORDINATES (ANGSTROEM)
In 1.3563 0.0591 -0.6313
O 5.4127 1.7152 0.6620
C 4.5293 1.3895 -0.1478
O 3.3864 0.9483 0.1682
C 4.8580 1.5694 -1.6351
C 6.0917 2.1202 -1.9065
C 6.5162 2.4192 -3.2025
C 5.6694 2.1777 -4.2823
C 4.4611 1.6108 -4.0171
C 3.9542 1.2428 -2.7177
O 2.7988 0.7461 -2.6344
N 3.5693 1.4063 -5.1675
O 2.8058 2.3015 -5.4643
O 3.6912 0.3775 -5.8059
N 7.8034 2.9956 -3.4419
O 8.5359 3.2351 -2.4895
O 8.1365 3.2310 -4.6044
H 6.7245 2.3359 -1.0578
H 5.9691 2.4319 -5.2893
O -0.4999 -0.8407 -0.8677
C -0.1565 -4.0694 -2.9702
N -0.0955 -4.0988 -1.5336
C -1.0611 -4.7253 -0.7500
C -0.7383 -4.5561 0.5400
N 0.4401 -3.8321 0.5564
C 0.8825 -3.5606 -0.7353
S 2.2877 -2.7310 -1.0429
H -1.0012 -4.6945 -3.2610
H 0.7566 -4.4726 -3.4157
H -0.3383 -3.0780 -3.3524
H -1.9154 -5.1989 -1.1993
H -1.2567 -4.8472 1.4350
H 0.9485 -3.4939 1.3526
C 1.7300 3.7569 -1.1354
C 0.5956 3.2245 -0.3088
O 0.4463 1.9464 -0.1788
C -0.3151 4.0874 0.3439
C -0.2298 5.5090 0.2652
C -1.1338 6.3159 0.9218
C -2.1702 5.7749 1.6916
C -2.2700 4.3792 1.7808
C -1.3796 3.5539 1.1346
H 2.2941 2.9239 -1.5456
H 2.4100 4.3742 -0.5398
H 1.3702 4.3739 -1.9655
H 0.5612 5.9616 -0.3200
H -1.0352 7.3940 0.8370
H -2.8766 6.4177 2.2025
H -3.0686 3.9357 2.3693
H -1.4594 2.4769 1.2022
C -5.9149 -1.8258 5.2364
C -6.1611 -1.4076 3.7797
C -6.8485 -2.5725 3.0647
C -7.1185 -0.2075 3.7555
C -4.8330 -1.0216 3.1213
C -4.0891 0.0281 3.6582
C -2.8730 0.4398 3.1098
C -2.4226 -0.2354 2.0020
O -1.2931 -0.0370 1.2891
B -1.3058 -0.9701 0.2209
O -2.5161 -1.7678 0.3483
C -3.1510 -1.2816 1.4400
C -4.3484 -1.6899 1.9869
H -6.8567 -2.1057 5.7184
H -5.4662 -1.0145 5.8114
H -5.2361 -2.6806 5.2796
H -7.7880 -2.8067 3.5721
H -6.2281 -3.4713 3.0729
H -7.0788 -2.3260 2.0262
H -8.0732 -0.4709 4.2213
H -7.3094 0.1086 2.7278
H -6.7007 0.6448 4.2928
H -4.4601 0.5556 4.5289
H -2.3116 1.2642 3.5272
H -4.8891 -2.5023 1.5221
C 4.5854 -0.7451 5.4245
C 3.1577 -1.2595 5.2626
N 2.3790 -0.4920 4.3125
C 1.6828 0.6759 4.8194
C 0.2056 0.4056 5.0707
C 2.3027 -0.8118 2.9703
C 3.0322 -2.0473 2.5272
N 1.7015 -0.1225 2.0862
H 5.1376 -1.3474 6.1499
H 4.5833 0.2907 5.7685
H 5.1138 -0.7702 4.4714
H 2.6411 -1.2184 6.2269
H 3.1670 -2.3090 4.9707
H 1.8084 1.5115 4.1271
H 2.1795 0.9831 5.7426
H -0.2924 0.1233 4.1453
H -0.2904 1.2933 5.4688
H 0.0809 -0.4107 5.7863
H 2.5959 -2.9468 2.9757
H 4.0834 -2.0159 2.8148
H 2.9695 -2.1163 1.4499
H 1.2606 0.7311 2.4089
C -1.6197 1.6965 -5.7559
C -0.5686 0.5939 -5.8473
Sb 0.0389 -0.0691 -3.8640
C -1.9183 -1.0084 -3.5715
C -2.6019 -1.7531 -4.7082
C 1.3699 -1.6123 -4.5816
C 0.9865 -2.3862 -5.8360
H -1.9254 2.0609 -6.7429
H -1.2437 2.5539 -5.1928
H -2.5240 1.3520 -5.2446
H 0.3261 0.9660 -6.3530
H -0.9480 -0.2565 -6.4183
H -2.5160 -0.1358 -3.2883
H -1.8453 -1.6229 -2.6746
H -2.7135 -1.1346 -5.6020
H -3.6091 -2.0800 -4.4223
H -2.0480 -2.6469 -5.0097
H 1.5985 -2.2692 -3.7449
H 2.2813 -1.0431 -4.7617
H 0.0763 -2.9804 -5.7061
H 1.7866 -3.0747 -6.1322
H 0.8137 -1.7175 -6.6814

Here are the Löwdin charges for atoms 1 to 99, given in e: In 0.76; O -0.03; C -0.62; O -0.11; C -0.03; C 0.05; C -0.17; C 0.05; C -0.08; C -0.31; O -0.17; N -0.35; O 0.08; O 0.06; N -0.38; O 0.03; O 0.00; H 0.12; H 0.13; O -0.15; C -0.04; N -0.10; C -0.08; C -0.10; N 0.06; C -0.78; S 0.69; H 0.09; H 0.10; H 0.04; H 0.11; H 0.11; H 0.12; C -0.01; C -0.38; O -0.15; C -0.18; C -0.06; C -0.15; C -0.16; C -0.13; C -0.04; H 0.05; H 0.09; H 0.08; H 0.09; H 0.08; H 0.07; H 0.08; H 0.08; C -0.06; C -0.57; C -0.08; C -0.06; C -0.19; C -0.05; C 0.01; C -0.21; O 0.16; B -0.78; O 0.17; C -0.20; C 0.06; H 0.08; H 0.07; H 0.09; H 0.08; H 0.08; H 0.08; H 0.08; H 0.09; H 0.07; H 0.10; H 0.11; H 0.11; C -0.08; C -0.24; N -0.10; C -0.22; C -0.07; C -0.41; C -0.02; N 0.16; H 0.07; H 0.07; H 0.07; H 0.11; H 0.10; H 0.12; H 0.11; H 0.05; H 0.08; H 0.07; H 0.08; H 0.08; H 0.01; H 0.06; C -0.22; C -0.46



Computed, not measured: C37H46Cl5IrO3Se as an isolated structure at a distorted geometry, with ωB97M-V with the def2-TZVPD basis set.

Computed properties:
gap between HOMO and LUMO (alpha / beta): 3.856 / 3.857 eV
HOMO energy (alpha / beta): 0.26 / 0.26 eV
total charge: -2
lowest unoccupied orbital energy (alpha / beta): 4.115 / 4.115 eV
DFT total energy: -6469.7989 hartree

CARTESIAN COORDINATES (ANGSTROEM)
Ir -1.2129 -0.0452 -1.9181
C 2.2873 5.4120 2.8960
C 2.7646 4.1332 2.3487
C 3.9250 4.4417 1.4888
C 3.1838 3.3070 3.5113
C 1.7376 3.4054 1.5782
C 1.9380 2.1694 1.0040
C 0.8966 1.5170 0.3394
Se 1.2904 -0.0681 -0.6844
C 0.8618 -1.6835 0.3155
C 1.8964 -2.4053 0.8856
C 1.6879 -3.6655 1.4228
C 0.4281 -4.1898 1.2915
C -0.5871 -3.4716 0.7152
C -0.4207 -2.2181 0.1873
O -1.4066 -1.5152 -0.3057
C -1.9681 -4.0333 0.6346
C -2.9091 -3.1177 1.2728
C -2.1509 -5.3167 1.2939
C -2.3118 -4.1999 -0.8034
C 2.7599 -4.4123 2.1206
C 3.8858 -4.6770 1.1955
C 3.2377 -3.6172 3.2870
C 2.3211 -5.7158 2.6468
C -0.3473 2.0889 0.1602
O -1.3310 1.4754 -0.4497
C -0.5024 3.3089 0.7720
C 0.5005 3.9607 1.4282
C -1.8588 3.9080 0.7022
C -2.0436 5.1319 1.4495
C -2.1469 4.2040 -0.7146
C -2.8332 2.9676 1.2387
H 3.1107 5.8929 3.4964
H 2.0001 6.1228 2.0551
H 1.3949 5.2486 3.5829
H 4.7209 4.9892 2.0866
H 4.3765 3.4999 1.0558
H 3.5897 5.0998 0.6200
H 3.9639 3.8537 4.1204
H 2.2847 3.0924 4.1695
H 3.6133 2.3192 3.1802
H 2.9175 1.6372 1.0949
H 2.8947 -1.9077 0.9601
H 0.2050 -5.1687 1.7090
H -2.6509 -3.0249 2.3852
H -2.8366 -2.0958 0.8031
H -3.9762 -3.5145 1.1488
H -1.8772 -5.2427 2.4012
H -3.2430 -5.6140 1.2091
H -1.5262 -6.1286 0.7886
H -2.1171 -3.3096 -1.3405
H -1.6389 -5.0171 -1.2734
H -3.4219 -4.4900 -0.9163
H 4.3034 -3.7165 0.7738
H 4.7163 -5.2259 1.7388
H 3.5254 -5.3113 0.3246
H 3.6466 -2.6186 2.9622
H 2.3768 -3.4246 3.9977
H 4.0519 -4.1738 3.8376
H 2.0086 -6.4008 1.7987
H 3.1726 -6.2037 3.1974
H 1.4565 -5.5874 3.3702
H 0.2806 4.9194 1.8867
H -1.3823 5.9708 1.0352
H -3.1284 5.4584 1.3404
H -1.8218 4.9678 2.5631
H -1.4269 5.0312 -1.0973
H -1.9607 3.3109 -1.3436
H -3.2475 4.5396 -0.8421
H -2.6037 2.7680 2.3455
H -3.8896 3.4026 1.1256
H -2.7832 1.9902 0.6856
Cl 1.6667 0.6624 -3.8963
C 0.1057 1.2945 -4.4224
C -1.0358 1.1494 -3.5937
C -2.1465 1.9361 -4.0600
Cl -3.7202 1.7850 -3.2450
C -2.1247 2.7201 -5.1759
Cl -3.3391 3.9995 -5.3819
C -1.0206 2.6934 -6.0409
Cl -1.0546 3.5144 -7.6117
C 0.0915 1.9213 -5.6252
Cl 1.4143 1.6408 -6.7688
C -3.6634 -1.6590 -3.3301
O -2.4633 -1.7535 -4.0299
C -1.3481 -1.4807 -3.4071
C -0.2375 -1.6242 -4.3716
H -4.0584 -2.7058 -3.1024
H -4.4042 -1.1275 -4.0186
H -3.5293 -1.0663 -2.3935
H -0.5302 -2.3645 -5.2038
H 0.7146 -1.9974 -3.8138
H 0.0328 -0.5556 -4.8550

Löwdin atomic charges, in units of e: Ir 0.89; C -0.11; C -0.70; C -0.07; C -0.07; C -0.23; C -0.07; C -0.38; Se 1.06; C -0.37; C -0.08; C -0.23; C 0.01; C -0.13; C -0.41; O -0.29; C -0.68; C -0.07; C -0.11; C -0.05; C -0.70; C -0.08; C -0.07; C -0.10; C -0.41; O -0.31; C -0.12; C 0.01; C -0.70; C -0.12; C -0.06; C -0.07; H 0.09; H 0.11; H 0.11; H 0.09; H 0.10; H 0.11; H 0.09; H 0.11; H 0.09; H 0.11; H 0.10; H 0.08; H 0.11; H 0.10; H 0.10; H 0.11; H 0.10; H 0.10; H 0.04; H 0.12; H 0.11; H 0.10; H 0.09; H 0.11; H 0.09; H 0.11; H 0.09; H 0.11; H 0.09; H 0.11; H 0.08; H 0.10; H 0.10; H 0.11; H 0.12; H 0.06; H 0.11; H 0.11; H 0.10; H 0.10; Cl 0.63; C -0.72; C -0.31; C -0.64; Cl 0.62; C -0.70; Cl 0.57; C -0.68; Cl 0.56; C -0.69; Cl 0.59; C -0.15; O -0.15; C -0.38; C -0.14; H 0.09; H 0.09; H 0.04; H 0.09; H 0.09; H 0.05